(1)
A structure of composition C27H41BrCaN2P2, computed with ωB97M-V/def2-TZVPD.

The geometry in XYZ format:
```
74
Properties=species:S:1:pos:R:3:forces:R:3:lowdin_charge:R:1
C 3.301 0.068 3.248 0.15 -0.35 0.44 -0.023
C 3.569 0.211 1.874 0.28 -0.07 0.43 -0.242
C 4.235 -0.850 1.247 0.41 -0.54 -0.28 -0.023
C 4.638 -1.978 2.001 -0.65 0.71 0.03 -0.119
N 4.385 -2.087 3.314 0.10 0.19 -0.13 0.066
C 3.747 -1.089 3.938 -0.35 0.55 -1.04 -0.119
C 3.139 1.405 1.147 -1.42 0.76 -1.26 0.081
C 2.587 2.282 0.480 -0.39 -1.65 0.75 0.057
C 1.668 3.260 -0.105 -1.04 0.53 -1.03 -0.200
C 0.333 3.057 -0.687 0.93 -0.47 -0.09 -0.215
C -0.599 4.146 -0.905 1.73 -0.73 0.27 -0.187
C -0.052 5.420 -0.871 -0.40 1.16 -0.32 -0.665
C 1.305 5.650 -0.655 0.13 -0.99 0.47 -0.059
C 2.097 4.576 -0.198 1.23 1.50 0.32 -0.007
Ca -1.575 1.883 0.393 0.66 -1.88 -0.40 1.298
P -0.712 -1.383 1.327 -0.02 -0.92 0.44 0.906
H 4.446 -0.830 0.168 -0.04 0.10 0.58 0.123
H 2.743 0.837 3.789 0.31 -0.19 -0.17 0.116
H 5.144 -2.832 1.520 -0.27 0.60 0.30 0.124
H 3.547 -1.213 5.011 0.15 0.08 -0.54 0.119
H 3.157 4.788 0.078 -1.00 -0.10 -0.20 0.150
H 0.261 2.118 -1.325 -0.57 0.70 1.55 0.029
H 1.736 6.645 -0.785 -0.20 -0.38 0.14 0.127
H -1.689 4.073 -1.103 0.79 -0.27 -0.47 0.097
C -2.146 -2.562 1.019 0.20 0.75 -0.10 -0.424
C -1.983 -4.075 1.058 -0.19 -0.53 0.12 -0.144
H -2.504 -2.253 0.024 -0.09 -0.15 0.21 0.046
H -2.923 -2.272 1.735 0.00 0.10 -0.11 0.071
H -2.952 -4.524 0.802 0.19 0.10 0.00 0.083
H -1.270 -4.464 0.321 0.00 0.19 0.24 0.071
H -1.740 -4.468 2.057 0.13 0.27 -0.41 0.068
C 0.760 -2.314 0.625 -0.08 0.67 -0.40 -0.405
C 1.420 -3.455 1.394 0.18 -0.33 0.16 -0.134
H 1.501 -1.514 0.440 -0.12 -0.37 0.01 0.049
H 0.472 -2.693 -0.368 -0.11 0.27 0.23 0.052
H 2.219 -3.885 0.776 -0.13 0.16 0.05 0.083
H 1.910 -3.109 2.307 -0.21 -0.05 0.04 0.056
H 0.750 -4.295 1.625 0.07 0.43 0.02 0.066
C -0.461 -1.417 3.175 -0.15 0.28 -0.15 -0.426
C -0.821 -2.647 4.003 0.19 -0.29 0.41 -0.143
H -1.059 -0.562 3.533 0.18 -0.21 0.01 0.053
H 0.586 -1.147 3.360 -0.06 0.06 -0.13 0.053
H -0.654 -2.406 5.063 -0.07 -0.04 -0.22 0.081
H -1.875 -2.929 3.916 0.19 0.01 -0.13 0.068
H -0.186 -3.525 3.801 -0.31 0.37 -0.15 0.071
Br -1.155 6.912 -1.357 0.27 -0.54 0.30 0.797
P -0.792 -0.049 -2.350 0.05 1.02 -0.28 0.921
C -0.640 -1.823 -2.813 -0.10 0.18 0.57 -0.418
C -1.220 -2.247 -4.143 -0.07 -0.57 -0.55 -0.136
H -1.143 -2.330 -1.971 0.19 -0.15 -0.42 0.047
H 0.425 -2.081 -2.763 -0.16 0.05 0.14 0.080
H -1.173 -3.335 -4.221 0.01 -0.02 0.06 0.084
H -2.275 -1.997 -4.260 0.10 0.18 0.00 0.071
H -0.654 -1.880 -5.007 -0.14 0.21 0.25 0.076
C -2.174 0.703 -3.344 0.04 -0.18 0.08 -0.427
C -1.951 1.208 -4.762 -0.26 0.21 -0.61 -0.140
H -2.512 1.542 -2.711 -0.09 -0.09 -0.23 0.038
H -2.991 -0.026 -3.344 -0.03 0.10 0.14 0.075
H -2.875 1.669 -5.128 0.04 -0.07 0.12 0.082
H -1.198 1.999 -4.838 0.09 -0.27 0.12 0.070
H -1.726 0.418 -5.492 0.14 0.12 0.40 0.076
C 0.732 0.781 -3.040 0.11 -0.02 0.42 -0.431
C 1.411 0.247 -4.292 0.20 0.25 -0.49 -0.127
H 1.434 0.757 -2.184 0.01 -0.04 -0.42 0.065
H 0.506 1.846 -3.201 -0.12 -0.22 0.03 0.070
H 2.328 0.819 -4.477 -0.11 -0.07 0.11 0.085
H 1.723 -0.791 -4.198 -0.17 -0.09 -0.04 0.070
H 0.804 0.381 -5.201 0.05 -0.24 0.42 0.075
C -4.551 3.440 3.874 -0.49 0.81 0.29 -0.011
C -3.520 2.961 2.983 1.51 -1.15 -1.30 -0.153
N -2.709 2.491 2.281 -2.16 1.44 1.81 0.000
H -4.635 4.536 3.920 0.43 -0.23 -0.28 0.117
H -4.386 3.108 4.889 0.31 -0.28 0.24 0.107
H -5.539 3.099 3.583 -0.01 -0.34 -0.32 0.109
```
Positions in Å, forces in eV/Å.

Values from the calculation:
M = 575.6 g/mol
HOMO energy = -13.591 eV
Frontier orbital gap = 7.3 eV
Charge = +2

---

(2)
A structure of composition C27H41Cl3EuN3O3Si, computed with ωB97M-V/def2-TZVPD.

The geometry in XYZ format:
```
79
Properties=species:S:1:pos:R:3:forces:R:3:mulliken_spin:R:1
C -0.421 3.384 -2.338 0.28 0.01 -0.25 0.000
C -1.782 2.982 -1.877 -0.98 -0.37 0.13 -0.004
H -0.441 3.814 -3.342 0.17 -0.04 0.09 0.000
H 0.266 2.522 -2.325 -0.21 0.22 0.04 0.001
H 0.000 4.137 -1.654 -0.10 -0.21 -0.11 0.000
C -2.932 3.167 -2.541 0.60 0.17 0.25 0.002
C -3.059 3.763 -3.900 -0.35 0.29 -0.42 0.000
H -3.883 2.920 -2.062 0.31 -0.16 -0.05 0.000
H -2.103 3.966 -4.397 -0.23 -0.06 0.17 0.000
H -3.624 4.705 -3.842 0.10 -0.09 -0.16 0.000
H -3.639 3.093 -4.549 0.08 0.12 -0.01 0.000
Eu 0.323 -0.381 0.219 -0.48 0.40 -0.60 6.963
Cl 1.089 1.688 1.667 0.43 0.71 0.80 -0.001
Cl 2.346 -0.430 -1.557 0.71 -0.14 -0.53 0.004
H 3.378 -3.953 3.976 -0.10 0.07 -0.08 0.000
H 5.181 -2.031 4.017 -0.07 0.06 -0.07 0.000
C 3.286 -3.741 2.905 0.28 0.13 0.02 0.000
C 4.971 -1.927 2.947 -0.27 0.03 0.02 -0.001
N 3.607 -2.344 2.647 0.62 -0.61 0.37 0.001
H 2.274 -3.950 2.565 0.10 0.06 -0.01 0.000
C 2.724 -1.527 2.079 -1.98 0.06 -1.05 0.005
O 1.590 -1.891 1.680 2.13 0.05 1.33 0.010
H 5.109 -0.884 2.651 -0.02 -0.18 0.04 0.000
H 3.048 -0.476 1.973 -0.07 -0.23 -0.02 -0.002
H 4.007 -4.385 2.387 -0.18 0.04 -0.06 0.000
H 5.689 -2.558 2.409 -0.12 0.13 -0.04 0.000
H -0.794 0.398 -3.314 0.03 -0.43 0.12 -0.001
H -3.464 0.075 -3.007 0.21 -0.32 -0.09 0.000
C -0.736 -0.698 -3.429 0.07 0.38 -0.01 0.006
C -3.199 -0.958 -3.296 0.08 0.08 0.05 0.000
N -1.885 -1.321 -2.786 -0.39 -0.33 0.03 0.002
H 0.202 -1.051 -2.984 -0.33 0.11 -0.09 -0.002
C -1.790 -2.045 -1.665 1.31 0.49 0.43 0.004
O -0.732 -2.210 -1.019 -1.72 -0.61 -1.02 0.003
H -3.941 -1.648 -2.875 0.07 0.19 -0.17 0.000
H -2.756 -2.478 -1.333 0.31 0.11 -0.05 0.000
H -0.767 -0.940 -4.501 0.04 -0.05 0.19 0.000
H -3.201 -1.035 -4.394 -0.06 -0.02 0.31 0.000
O -1.300 0.926 -0.811 -0.15 -0.38 -0.44 -0.025
C -1.755 2.191 -0.575 0.03 -0.13 0.54 0.008
C -3.975 1.095 0.092 0.02 0.17 0.14 0.002
C -3.093 2.172 0.186 0.35 0.47 -0.30 -0.004
H -3.702 0.255 -0.551 0.01 0.23 0.26 -0.002
C -5.172 1.108 0.810 0.13 0.15 -0.04 0.001
H -1.034 2.723 0.075 -0.19 0.14 0.21 -0.003
C -3.419 3.275 0.978 -0.44 -0.13 0.05 0.000
H -5.855 0.260 0.716 0.11 0.29 0.14 0.000
C -5.488 2.203 1.623 -0.04 -0.04 -0.01 0.000
C -4.615 3.294 1.704 0.13 -0.04 -0.15 0.000
H -2.731 4.128 0.993 -0.23 -0.33 0.13 0.000
H -6.422 2.207 2.188 0.24 0.01 -0.14 0.000
H -4.864 4.164 2.323 0.05 -0.39 -0.21 0.000
Si 6.090 0.388 -3.230 -0.14 -0.17 0.47 0.001
Cl 5.086 1.715 -4.472 0.05 0.16 -0.21 0.000
C 5.462 -1.318 -3.662 0.01 -0.06 -0.02 0.000
C 5.700 0.902 -1.475 -0.09 -0.04 -0.03 0.000
C 7.931 0.541 -3.577 0.12 0.02 -0.16 0.000
H 4.379 -1.383 -3.479 0.27 0.08 0.03 0.000
H 5.961 -2.074 -3.037 -0.11 0.11 -0.11 0.000
H 5.661 -1.557 -4.717 -0.02 0.07 0.24 0.000
H 8.170 0.261 -4.613 -0.06 0.07 0.25 0.000
H 8.497 -0.123 -2.906 -0.14 0.14 -0.13 0.000
H 8.279 1.570 -3.413 -0.09 -0.22 -0.02 0.000
H 4.617 0.769 -1.305 0.32 0.05 -0.03 0.000
H 5.964 1.953 -1.290 -0.04 -0.26 -0.09 0.000
H 6.238 0.275 -0.748 -0.08 0.10 -0.16 0.000
N -1.491 -0.978 2.001 -1.64 -0.95 2.83 0.002
C -2.024 -1.292 2.998 1.29 0.84 -2.55 0.004
C -2.620 -1.731 4.226 -0.14 -0.22 0.72 0.008
C -2.396 -1.019 5.419 -0.06 -0.12 0.11 0.007
C -2.873 -1.523 6.634 -0.06 -0.21 -0.45 -0.003
C -3.575 -2.734 6.656 0.07 0.17 -0.22 0.006
C -3.834 -3.426 5.468 0.12 0.21 0.02 -0.003
C -3.355 -2.927 4.256 -0.04 -0.10 0.00 0.007
H -1.835 -0.083 5.399 -0.15 -0.30 -0.09 0.001
H -2.690 -0.979 7.561 -0.03 -0.15 -0.30 0.000
H -3.921 -3.139 7.603 0.01 0.08 -0.14 0.001
H -4.403 -4.361 5.489 0.25 0.37 -0.03 0.000
H -3.537 -3.478 3.327 0.12 0.27 0.34 0.001
```
Positions in Å, forces in eV/Å.

Values from the calculation:
M = 742.1 g/mol
Energy above the lowest of the compared OMol25 structures with the same formula, charge and spin = 0.0 kJ/mol
HOMO energy (spin up / spin down) = -2.009 / -4.621 eV
Frontier orbital gap (spin up / spin down) = 4.1 / 6.7 eV
Charge = -1
Spin multiplicity = 8